[1]
{
  "formula": "C5H14N2S",
  "method": "ωB97M-V/def2-TZVPD",
  "molar_mass_g_mol": 134.25,
  "total_energy_ha": -706.426471,
  "lumo_ev": -2.08,
  "e_above_lowest_kcal_mol": 102.69,
  "homo_ev": -8.9,
  "symbols": ["C", "N", "C", "N", "C", "C", "C", "S", "H", "H", "H", "H", "H", "H", "H", "H", "H", "H", "H", "H", "H", "H"],
  "xyz": [[0.408412, -0.322632, 1.329176], [0.822694, 0.691600, 0.408397], [2.222967, 1.162971, 0.648162], [2.517424, 2.637616, 0.444976], [-1.113730, -0.586968, 1.322887], [-1.930887, 0.026447, 0.260410], [-1.598277, -0.115712, -1.198717], [-0.816546, -1.822389, -1.554864], [0.907919, -1.258826, 1.050221], [0.597501, -0.041963, 2.398688], [0.759249, 0.247969, -0.546152], [2.847661, 0.518126, 0.059767], [2.373317, 1.028925, 1.750044], [2.254010, 2.975116, -0.532789], [1.838592, 3.117057, 1.003570], [-1.607187, -0.343203, 2.249883], [-1.251060, -1.626972, 1.245493], [-2.932985, -0.381676, 0.227286], [-2.105948, 1.109785, 0.456811], [-0.814783, 0.611273, -1.498608], [-2.490580, 0.141969, -1.788726], [1.377300, -1.228504, -1.342778]],
  "forces_ev_per_angstrom": [[-0.8116, -0.4259, 1.1856], [0.6146, 1.2100, -1.1696], [-1.2669, 1.1762, 1.0237], [-0.7419, -1.2573, -2.0946], [0.4933, -0.0671, 0.1008], [-1.7262, 1.7335, -0.9454], [2.1976, -0.0751, -0.5115], [2.0901, 1.9626, -0.0416], [0.0600, -0.1767, 0.6451], [0.5937, -0.1449, -1.0652], [0.3012, 0.8657, 1.2835], [1.0083, 0.1154, -0.1290], [0.2763, -0.1654, -1.0356], [0.6016, -0.9883, 1.4906], [-0.3340, 0.3253, 0.6014], [0.1788, 0.4011, 0.5737], [-0.0551, -1.5350, -0.0872], [-0.4517, -0.3374, 1.0186], [0.3000, -0.4943, -0.1753], [-0.5462, -0.4828, -0.0402], [0.4135, -0.7488, -0.2316], [-3.1956, -0.8907, -0.3964]],
  "lowdin_charge": [-0.28, -0.11, -0.27, -0.01, -0.24, -0.34, -0.54, 0.58, 0.09, 0.13, -0.01, 0.09, 0.11, 0.08, 0.03, 0.11, 0.07, 0.10, 0.13, 0.05, 0.08, 0.17]
}


[2]
{
  "formula": "C3H9OPS",
  "method": "ωB97M-V/def2-TZVPD",
  "molar_mass_g_mol": 124.14,
  "total_energy_ha": -934.404415,
  "lumo_ev": -0.18,
  "e_above_lowest_kcal_mol": 83.99,
  "homo_ev": -9.1,
  "symbols": ["C", "C", "C", "O", "P", "S", "H", "H", "H", "H", "H", "H", "H", "H", "H"],
  "xyz": [[0.880595, -1.341638, -1.759833], [1.359317, 1.136793, 0.223201], [0.528858, 0.168966, 0.855105], [-1.407378, -1.730763, -0.199919], [0.048312, -1.297389, -0.316854], [-2.792373, 1.079886, 0.978080], [0.601385, -2.209784, -2.453794], [1.863328, -1.032414, -2.058349], [0.918083, 1.444326, -0.694465], [1.248446, 2.036151, 0.903576], [2.369543, 0.917658, -0.003822], [-0.367886, 0.684875, 1.145588], [0.936522, -0.284759, 1.861762], [-2.511310, -0.178430, 1.255909], [-3.675446, 0.606520, 0.263814]],
  "forces_ev_per_angstrom": [[-0.6895, -2.3389, -0.4722], [0.6390, 3.3845, 0.2103], [-0.6969, -4.5355, 2.3037], [2.4776, 0.0540, 0.2792], [-1.9453, 1.7313, -0.4312], [2.0847, 1.6286, 2.0932], [-0.1649, 1.3850, 1.0916], [0.3730, 0.5824, 0.6941], [-0.4264, 0.3606, -0.8958], [0.8766, -0.6308, -0.8444], [1.0976, -0.3849, 0.1999], [-0.6792, -0.4738, -0.1308], [-0.5223, 0.7484, -1.9793], [0.5324, -0.5226, 0.3623], [-2.9563, -0.9882, -2.4807]],
  "lowdin_charge": [-0.21, -0.21, -0.39, -0.44, 0.78, 0.59, 0.04, -0.01, 0.07, 0.11, 0.07, -0.02, 0.13, -0.21, -0.28]
}


[3]
{
  "formula": "C2H3N2P",
  "method": "ωB97M-V/def2-TZVPD",
  "molar_mass_g_mol": 86.03,
  "multiplicity": 3,
  "total_energy_ha": -528.584300,
  "s_squared": 2.101,
  "lumo_ev": [-0.72, -1.93],
  "e_above_lowest_kcal_mol": 91.07,
  "homo_ev": [-7.3, -9.3],
  "symbols": ["C", "C", "N", "N", "P", "H", "H", "H"],
  "xyz": [[-0.289865, 0.529838, 1.307268], [-0.404952, 1.471050, 0.467038], [0.219883, -0.663529, 1.223505], [0.882335, -1.002881, 0.115623], [-0.093770, 1.184236, -1.230252], [-0.485968, -1.248775, 1.561568], [1.776920, -0.540178, 0.151653], [-1.406907, 0.983384, -1.655795]],
  "forces_ev_per_angstrom": [[-1.2852, 5.5816, -0.9731], [0.9402, -1.4745, -0.5161], [1.2524, -2.3311, 1.5653], [0.2650, -2.1880, -0.0580], [-0.2872, 1.9824, 0.2722], [-0.6227, -2.3012, 0.0641], [0.3152, 0.8998, -0.1629], [-0.5778, -0.1689, -0.1915]],
  "lowdin_charge": [-0.26, -0.39, -0.17, 0.05, 0.80, 0.11, 0.04, -0.17]
}


[4]
{
  "formula": "C12H22BrClF4N5O2S",
  "method": "ωB97M-V/def2-TZVPD",
  "molar_mass_g_mol": 491.76,
  "total_energy_ha": -4726.325505,
  "total_charge": 1,
  "lumo_ev": -4.60,
  "homo_ev": -11.6,
  "symbols": ["C", "C", "C", "Cl", "N", "C", "N", "C", "F", "F", "C", "F", "F", "N", "S", "C", "Br", "C", "C", "C", "C", "O", "H", "H", "H", "H", "H", "H", "H", "H", "H", "H", "H", "H", "H", "H", "H", "H", "H", "H", "C", "O", "N", "N", "H", "H", "H", "H"],
  "xyz": [[-1.601828, 1.537558, -2.030220], [-0.899305, 0.463998, -2.860677], [-1.064170, -0.985570, -2.363752], [0.317335, -1.970997, -2.960043], [-1.269491, -1.192439, -0.929330], [-0.180694, -1.328726, -0.103367], [0.600303, -0.273408, 0.091528], [1.735074, -0.073596, 0.993148], [1.402205, -0.531173, 2.195301], [1.829566, 1.264540, 1.049601], [3.130801, -0.642353, 0.531709], [3.993983, 0.385071, 0.442255], [3.578413, -1.490844, 1.471116], [-0.113440, -2.526022, 0.548694], [1.334383, -3.510708, 0.383633], [-1.310205, -3.291400, 0.025876], [-2.002112, -4.578550, 1.233024], [-2.256380, -2.164687, -0.415859], [-3.024494, -1.589401, 0.799200], [-3.496000, -0.137771, 0.659969], [-4.795142, -0.009702, -0.130367], [-5.469079, 1.215935, 0.064516], [-1.353829, 2.520556, -2.439523], [-1.304434, 1.551330, -0.977048], [-2.690560, 1.436953, -2.056105], [0.163301, 0.700632, -2.975830], [-1.337699, 0.486174, -3.863631], [-1.952847, -1.412140, -2.834097], [0.323722, 0.564256, -0.408926], [3.079905, -1.175123, -0.419520], [1.781732, -2.994933, -0.773713], [-0.953276, -3.836077, -0.852668], [-2.949681, -2.530648, -1.174661], [-2.383389, -1.664799, 1.685363], [-3.889763, -2.234789, 0.968936], [-3.656016, 0.246345, 1.675812], [-2.709132, 0.466384, 0.207908], [-4.573193, -0.118045, -1.203677], [-5.460407, -0.840168, 0.143018], [-4.990351, 1.746394, 0.709877], [5.908740, 3.945855, 2.016502], [6.740070, 4.826527, 2.086844], [5.825980, 3.097045, 0.940581], [4.983563, 3.725333, 3.004913], [5.150051, 2.363639, 0.864692], [6.493671, 3.231289, 0.204983], [5.020315, 4.327465, 3.805778], [4.293802, 3.000791, 2.968238]],
  "forces_ev_per_angstrom": [[-0.0594, 0.0927, -0.0559], [0.0143, 0.0787, 0.1455], [-0.6437, 0.4208, -0.1804], [0.0845, -0.1673, -0.0417], [0.1922, -0.0533, 0.2877], [0.0169, 0.4183, 0.4791], [0.3348, -0.6255, -0.5954], [-0.1580, 0.2929, 0.0423], [0.0603, -0.1705, 0.0015], [-0.0261, 0.0872, 0.0892], [0.0590, -0.3712, 0.3011], [-0.0767, -0.1007, -0.1581], [0.0014, 0.1442, -0.0378], [-0.4523, -0.4083, -1.2190], [0.2600, 0.4610, 0.9177], [0.2346, 0.2298, -0.8155], [0.0582, 0.0034, 0.2363], [-0.1606, -0.4058, 0.8756], [0.1079, 0.2321, -0.2270], [-0.1970, -0.1756, 0.2085], [0.1890, -0.2077, -0.1321], [0.2204, 0.0267, -0.0556], [-0.0691, -0.1357, 0.0181], [0.0137, -0.0200, -0.0660], [0.1096, -0.0432, 0.0407], [-0.0927, -0.0625, 0.0667], [0.2848, -0.0499, 0.0381], [0.1236, 0.0153, 0.1552], [0.0343, 0.0108, 0.0261], [-0.0265, 0.2333, -0.0979], [-0.2736, -0.0958, -0.2166], [-0.1541, -0.0697, 0.1561], [0.2663, 0.2657, -0.2091], [-0.0755, -0.0599, -0.1090], [0.1494, -0.0144, 0.1250], [-0.0617, -0.0455, -0.1363], [-0.0661, 0.0933, 0.0804], [-0.1258, 0.0044, 0.0619], [-0.0070, 0.1773, 0.0078], [-0.1081, -0.0258, -0.0172], [0.0087, -0.0204, 0.0066], [-0.0197, -0.0067, -0.0073], [-0.0210, 0.0563, 0.0013], [-0.0123, 0.0235, -0.0343], [0.0080, -0.0204, 0.0312], [0.0210, 0.0059, 0.0073], [0.0171, 0.0050, 0.0074], [0.0173, -0.0228, -0.0021]],
  "lowdin_charge": [-0.08, -0.24, -0.59, 0.71, -0.03, -0.36, 0.28, -0.45, 0.18, 0.15, -0.30, 0.10, 0.09, -0.33, 0.94, -0.74, 0.86, -0.26, -0.16, -0.17, -0.27, -0.04, 0.09, 0.05, 0.08, 0.10, 0.12, 0.12, 0.15, 0.14, -0.13, 0.08, 0.17, 0.11, 0.11, 0.13, 0.08, 0.11, 0.12, 0.09, -0.68, 0.04, 0.15, 0.15, 0.06, 0.10, 0.10, 0.08]
}


[5]
{
  "formula": "C12H36O6RbS6",
  "method": "ωB97M-V/def2-TZVPD",
  "molar_mass_g_mol": 554.28,
  "multiplicity": 2,
  "total_energy_ha": -3343.171663,
  "s_squared": 0.750,
  "lumo_ev": [0.11, 0.27],
  "homo_ev": [-1.4, -9.0],
  "symbols": ["Rb", "C", "S", "O", "C", "H", "H", "H", "H", "H", "H", "C", "S", "O", "C", "H", "H", "H", "H", "H", "H", "C", "S", "O", "C", "H", "H", "H", "H", "H", "H", "C", "S", "O", "C", "H", "H", "H", "H", "H", "H", "C", "S", "O", "C", "H", "H", "H", "H", "H", "H", "C", "S", "O", "C", "H", "H", "H", "H", "H", "H"],
  "xyz": [[-0.178383, 0.016859, -0.128752], [3.251946, 3.132611, -1.209797], [2.249101, 2.290337, -2.501501], [1.722731, 0.991907, -1.872844], [0.868054, 3.524116, -2.601537], [3.730620, 4.038608, -1.581468], [4.064919, 2.423804, -1.052396], [2.681779, 3.275421, -0.291860], [0.460802, 3.619899, -1.595019], [0.038113, 3.288523, -3.267708], [1.237687, 4.499414, -2.918185], [1.846551, -4.804208, -1.958193], [1.480646, -2.968231, -1.958276], [1.029011, -2.433317, -0.591198], [3.215657, -2.368327, -2.208606], [2.194705, -5.072832, -0.960836], [2.726494, -4.980778, -2.576757], [0.996579, -5.351675, -2.365538], [3.540204, -2.622316, -3.217689], [3.959965, -2.717602, -1.492976], [3.215919, -1.287647, -2.066359], [-2.483755, -4.168077, -1.819452], [-3.148704, -2.484924, -1.510379], [-2.324852, -1.983259, -0.336585], [-2.411226, -1.615593, -3.017136], [-2.857342, -4.667718, -0.925650], [-1.400198, -4.095474, -1.912829], [-2.831957, -4.675514, -2.719107], [-2.676852, -2.219148, -3.885052], [-1.322643, -1.606226, -2.962439], [-2.947527, -0.672216, -3.119648], [3.220586, 0.021785, 3.870035], [2.554762, -0.480209, 2.172122], [1.636304, 0.686931, 1.800387], [4.016762, 0.000791, 1.192298], [2.482059, -0.176001, 4.646935], [3.475516, 1.079524, 3.935545], [4.077376, -0.617692, 4.082361], [4.834379, -0.669469, 1.457526], [4.279757, 1.027794, 1.445655], [3.778536, -0.051898, 0.129961], [-0.704228, 0.580037, 4.909824], [-1.806002, 1.622368, 3.708109], [-1.380750, 1.144460, 2.317090], [-3.346240, 0.734379, 4.079379], [-1.382684, 0.164004, 5.654614], [-0.058875, 1.275036, 5.447025], [-0.140384, -0.136868, 4.312979], [-4.103780, 1.244590, 3.484476], [-3.697248, 0.792178, 5.109688], [-3.138786, -0.310880, 3.850271], [-2.713283, 3.560137, -0.505954], [-3.180190, 2.210948, -1.750531], [-1.987391, 1.278932, -1.790632], [-4.481871, 1.416031, -0.675230], [-1.679033, 3.841599, -0.703968], [-2.726907, 3.309782, 0.554823], [-3.338573, 4.433864, -0.689550], [-4.106337, 1.041531, 0.277042], [-4.973826, 0.607509, -1.215957], [-5.337691, 2.062387, -0.480549]],
  "forces_ev_per_angstrom": [[-0.3639, -0.0773, 0.2074], [-0.2061, -0.6440, -0.4600], [-0.6392, -0.3840, 0.2953], [0.5662, 1.7402, -0.6102], [0.0759, -0.0608, 0.6967], [-0.3960, 0.1281, -0.1351], [-0.0342, -0.1244, 0.2016], [-0.0210, 0.0406, -0.0896], [0.0376, 0.0077, 0.0633], [0.3604, -0.6895, -0.1272], [0.4350, -0.0963, 0.0602], [0.6284, 1.0138, 0.3546], [0.6789, 0.5908, 0.7967], [0.8185, -1.3452, -1.5346], [-0.2654, 0.0153, 0.2605], [-0.5944, -0.1618, 0.1643], [-0.1700, 0.2437, -0.3658], [0.0045, 0.0485, 0.4291], [-0.1521, 0.0298, -0.0297], [-0.3352, -0.5896, 0.1878], [-0.4677, 0.1047, -0.3212], [-0.2471, 0.5654, -0.0214], [1.9644, 0.8170, -0.5578], [-1.0036, -0.4504, -0.8236], [-1.1763, -1.2532, 0.3403], [0.5339, -0.3685, -0.0774], [-0.0174, 0.0243, 0.5462], [-0.4725, 0.2960, 0.0228], [-0.1225, -0.1620, -0.0462], [-0.1401, 0.4304, 0.3690], [0.6594, 0.1046, 0.2347], [-0.0789, -0.7503, -0.6063], [0.2505, 2.9271, 0.3896], [0.2600, -1.2880, 0.5947], [0.2360, -0.5540, 0.7144], [-0.2916, -0.1776, -0.3044], [0.0514, -0.0548, -0.5405], [0.1389, 0.1062, -0.0373], [0.1389, 0.0058, -0.2368], [-0.1498, -0.0193, 0.1324], [-0.2131, -0.2215, 0.1071], [-1.0682, 1.3903, -0.2967], [1.6865, -1.8222, -0.3417], [-1.0061, 0.7569, 1.4806], [0.1485, 0.1964, 0.0103], [0.1352, -0.3727, -0.2004], [0.1837, -0.0152, -0.2922], [-0.2878, 0.0811, 0.0015], [-0.0252, -0.5172, -0.3306], [0.4577, 0.2808, 0.1773], [-0.3945, 0.0760, -0.4046], [-0.0085, -0.1479, -0.5984], [0.5652, -0.0480, 2.2121], [-1.1902, 0.7392, -0.1506], [-0.2770, -0.0419, -0.3919], [-0.0468, -0.1241, -0.4148], [-0.3616, -0.6061, -0.1698], [-0.1216, -0.0877, -0.0518], [0.4306, 0.0848, -0.2011], [0.5455, -0.2739, -0.2600], [0.3538, 0.6841, -0.0207]],
  "lowdin_charge": [0.52, -0.25, 0.83, -0.70, -0.25, 0.05, 0.02, 0.05, 0.03, 0.05, 0.05, -0.24, 0.80, -0.69, -0.25, 0.05, 0.04, 0.03, 0.05, 0.05, 0.02, -0.24, 0.84, -0.65, -0.22, 0.04, 0.03, 0.05, 0.04, 0.05, 0.02, -0.23, 0.81, -0.72, -0.26, 0.03, 0.05, 0.04, 0.04, 0.05, 0.03, -0.19, 0.86, -0.66, -0.28, 0.03, 0.03, 0.04, 0.04, 0.05, 0.06, -0.22, 0.87, -0.70, -0.24, 0.02, 0.04, 0.04, 0.05, 0.04, 0.05]
}


[6]
{
  "formula": "C10H9O3S",
  "method": "ωB97M-V/def2-TZVPD",
  "smiles": "CO/C(C(=O)[O-])=C1\\C=CC=C[C@@]12CS2",
  "molar_mass_g_mol": 209.25,
  "total_energy_ha": -1010.311694,
  "total_charge": -1,
  "lumo_ev": 3.23,
  "e_above_lowest_kcal_mol": 57.88,
  "homo_ev": -4.1,
  "symbols": ["C", "C", "C", "C", "C", "C", "C", "C", "C", "C", "O", "O", "O", "S", "H", "H", "H", "H", "H", "H", "H", "H", "H"],
  "xyz": [[1.775069, -0.339873, -1.564186], [1.971995, -1.515925, -0.757674], [0.879857, 0.579112, -1.155186], [1.579523, -1.512093, 0.523206], [0.145058, 0.397958, 0.100384], [1.182427, -0.207562, 1.128716], [-2.240964, 0.157658, 1.148083], [2.522099, 0.324959, 1.933017], [-1.259149, 0.404932, -0.055041], [-3.161687, 0.859655, -1.333031], [-2.498436, -1.005508, 1.438617], [-2.649929, 1.237259, 1.598226], [-1.753257, 0.825646, -1.243996], [1.110762, -0.194828, 2.919012], [2.268316, -0.267281, -2.524848], [2.371329, -2.409497, -1.220829], [0.573369, 1.391434, -1.801302], [1.651829, -2.380615, 1.160962], [3.364298, -0.345118, 1.879568], [2.733211, 1.383793, 1.932564], [-3.390604, 1.249842, -2.326498], [-3.588473, 1.509673, -0.562523], [-3.586640, -0.143621, -1.217241]],
  "forces_ev_per_angstrom": [[0.0886, 0.4046, -0.2206], [-0.0340, -0.3884, 0.2221], [-0.1322, 0.0305, -0.2862], [0.3045, -0.2648, -0.1551], [-0.1179, 0.2596, -0.3827], [-0.3441, -0.3323, 0.2949], [0.3837, 0.5516, -0.9376], [-2.5893, 0.3467, -1.1881], [2.6208, 0.1776, 2.1448], [-0.6431, 0.1109, -0.0490], [-0.0262, -0.7879, 0.1831], [-0.2396, 0.3984, 0.3082], [0.5317, -0.3258, 0.3984], [-0.1121, -0.0157, 0.0098], [0.0084, 0.1049, -0.0565], [0.0012, -0.0999, 0.0411], [0.0799, 0.0357, -0.1633], [-0.0012, -0.1417, 0.0627], [0.0482, -0.0998, -0.1252], [-0.0084, 0.0968, -0.0160], [0.0127, -0.0787, 0.0688], [0.0944, -0.0776, -0.1177], [0.0739, 0.0953, -0.0359]],
  "lowdin_charge": [-0.12, -0.13, -0.08, -0.13, -0.10, -0.61, -0.74, -0.37, -0.11, -0.08, -0.01, -0.03, -0.08, 0.83, 0.08, 0.09, 0.10, 0.10, 0.05, 0.05, 0.09, 0.09, 0.10]
}